Molecular formula: C2H4ClNOS
Method: DFT, ωB97M-V with the def2-TZVPD basis set

XYZ file:
```
10
Properties=species:S:1:pos:R:3:forces:R:3
C -1.07491 -1.07946 1.25181 -2.41 1.18 2.01
C 0.06173 -0.42501 -0.77394 4.45 0.63 -2.07
N -0.97513 -0.40719 0.04911 -1.75 1.69 0.14
O -0.24057 -1.70273 1.79887 2.21 -1.54 -0.06
S 1.47449 2.32112 -0.44177 -0.31 -0.44 0.12
Cl 3.19605 2.53545 -1.45018 0.00 -0.10 -0.05
H -2.01665 -0.91756 1.88409 0.40 0.28 -1.58
H 1.04678 -1.06689 -0.65209 -2.70 1.10 0.28
H 0.17277 0.33836 -1.60801 -0.77 -1.20 1.19
H -1.64456 0.40392 -0.05789 0.88 -1.61 0.01
```
Positions in Å, forces in eV/Å.

## Properties
* DFT total energy: -29030.99411 eV
* frontier orbital gap (spin up / spin down): 0.299 / 0.201 Eh
* lowest unoccupied orbital energy (spin up / spin down): -0.022 / -0.079 hartree
* relative energy (zero: lowest compared OMol25 entry of this formula, charge and spin): 3.026 eV
* charge: 0
* E_HOMO (spin up / spin down): -8.7 / -7.6 eV

=====

Molecular formula: C2H4ClNOS
Method: DFT, ωB97M-V with the def2-TZVPD basis set

XYZ file:
```
10
Properties=species:S:1:pos:R:3:forces:R:3
O -0.71114 1.59886 -0.07497 4.32 2.31 3.40
N 0.52352 1.07325 -0.43197 4.26 0.92 -2.20
C 0.91593 -0.15200 -0.01351 -3.03 -1.13 1.08
S 2.30380 -0.94098 -0.34889 -0.19 0.51 0.09
C -0.41023 -0.89133 0.69310 1.62 -1.55 1.60
Cl -1.50378 -1.29382 -0.61349 -0.73 0.15 -0.69
H -1.19820 1.25176 -0.71783 -4.17 -2.11 -4.24
H 1.31355 1.60703 -1.20248 -3.45 -1.66 3.14
H -0.92423 -0.30960 1.48024 0.35 0.26 -0.87
H -0.30924 -1.94316 1.22981 1.01 2.30 -1.30
```
Positions in Å, forces in eV/Å.

## Properties
* DFT total energy: -29030.68769 eV
* frontier orbital gap: 0.340 Eh
* lowest unoccupied orbital energy: 0.015 hartree
* relative energy (zero: lowest compared OMol25 entry of this formula, charge and spin): 3.332 eV
* charge: 0
* structure (SMILES): ONC(=S)CCl
* E_HOMO: -8.8 eV

=====

Molecular formula: C2H4ClNSi
Method: DFT, ωB97M-V with the def2-TZVPD basis set

XYZ file:
```
9
Properties=species:S:1:pos:R:3:forces:R:3
N 0.11213 -0.90582 -1.74374 2.97 0.43 2.28
Si 0.60641 -0.67489 -0.08119 -1.94 2.82 0.33
C -0.44823 1.17074 0.78461 1.65 -3.03 -0.32
C -0.95952 1.62434 1.80295 0.42 0.09 -1.75
Cl -1.76633 2.69374 2.72730 -0.40 0.36 0.85
H 0.89841 -0.77331 -2.37725 -0.66 -0.15 -0.02
H -0.73978 -1.12604 -2.15390 -1.50 -0.32 -0.58
H 2.08059 -0.51792 -0.04066 -0.34 0.18 -0.26
H 0.21633 -1.49086 1.08188 -0.20 -0.39 -0.53
```
Positions in Å, forces in eV/Å.

## Properties
* DFT total energy: -24026.21222 eV
* frontier orbital gap: 0.358 Eh
* lowest unoccupied orbital energy: 0.021 hartree
* relative energy (zero: lowest compared OMol25 entry of this formula, charge and spin): 1.043 eV
* charge: 0
* structure (SMILES): N[SiH2]C#CCl
* E_HOMO: -9.2 eV

=====

Molecular formula: C2H4ClOP
Method: DFT, ωB97M-V with the def2-TZVPD basis set

XYZ file:
```
9
Properties=species:S:1:pos:R:3:forces:R:3
C -0.27238 0.38541 -1.18512 2.16 -0.47 1.53
C -0.38649 0.15067 0.25124 0.98 3.18 2.22
O -0.17175 -1.50673 2.36756 -0.29 -0.19 0.69
P 0.35925 -1.40526 1.00297 -0.38 -0.81 -0.13
Cl 1.96907 0.17149 1.06316 -0.92 0.50 -0.56
H 0.09031 -0.54136 -1.55478 0.59 -0.72 -1.03
H -1.26272 0.47752 -1.48938 -1.77 1.05 -1.18
H 0.48994 1.18410 -1.33730 -1.17 -0.14 -0.37
H -0.81523 1.08415 0.88165 0.80 -2.40 -1.17
```
Positions in Å, forces in eV/Å.

## Properties
* DFT total energy: -25995.53044 eV
* frontier orbital gap: 0.259 Eh
* lowest unoccupied orbital energy: -0.074 hartree
* relative energy (zero: lowest compared OMol25 entry of this formula, charge and spin): 2.393 eV
* charge: 0
* E_HOMO: -9.1 eV

=====

Molecular formula: C2H4ClOP
Method: DFT, ωB97M-V with the def2-TZVPD basis set

XYZ file:
```
9
Properties=species:S:1:pos:R:3:forces:R:3
C -0.99492 -0.90735 1.21585 -3.06 2.39 -1.55
C -0.73268 0.19586 0.52885 0.87 0.09 0.00
O 0.75032 1.50385 -1.07581 -1.59 0.01 1.18
P 0.92360 0.62764 0.23041 1.05 -0.97 -1.09
Cl 2.32299 -1.19069 -2.33505 -0.52 0.66 1.07
H -2.05515 -1.06889 1.28111 -0.18 -0.80 0.57
H -0.31253 -1.60210 1.43693 2.50 -2.50 1.39
H -1.51609 0.77137 0.11543 -0.76 0.69 -0.33
H 1.61447 1.67030 -1.39773 1.69 0.43 -1.24
```
Positions in Å, forces in eV/Å.

## Properties
* DFT total energy: -25994.97572 eV
* frontier orbital gap (spin up / spin down): 0.215 / 0.193 Eh
* lowest unoccupied orbital energy (spin up / spin down): -0.097 / -0.107 hartree
* relative energy (zero: lowest compared OMol25 entry of this formula, charge and spin): 2.948 eV
* charge: 0
* E_HOMO (spin up / spin down): -8.5 / -8.2 eV

=====

Molecular formula: C2H4ClOPS2
Method: DFT, ωB97M-V with the def2-TZVPD basis set

XYZ file:
```
11
Properties=species:S:1:pos:R:3:forces:R:3
C -0.34862 0.31549 -0.51048 -1.03 -1.56 -1.13
C -1.17340 1.19381 0.51131 0.69 -0.03 1.48
O 0.60274 -0.58876 0.17262 0.00 -1.11 -0.05
P 1.33736 -2.11824 -0.22121 -0.96 2.44 1.67
S 2.02006 -2.82790 1.52288 -0.46 0.35 -1.27
S -1.72099 2.91068 -0.03595 0.98 -1.65 0.39
Cl 2.87209 -1.49144 -1.41957 -0.03 -0.06 -0.07
H -1.06556 -0.33948 -1.20073 1.44 1.52 1.43
H 0.25973 0.97216 -1.13413 -0.19 -0.05 -0.07
H -2.18231 0.80664 0.76725 0.61 -0.32 -0.26
H -0.60110 1.16702 1.54802 -1.05 0.49 -2.13
```
Positions in Å, forces in eV/Å.

## Properties
* DFT total energy: -47666.16885 eV
* <S²>: 2.0132
* spin multiplicity: 3
* frontier orbital gap (spin up / spin down): 0.376 / 0.238 Eh
* lowest unoccupied orbital energy (spin up / spin down): 0.027 / -0.108 hartree
* relative energy (zero: lowest compared OMol25 entry of this formula, charge and spin): 1.138 eV
* charge: 0
* E_HOMO (spin up / spin down): -9.5 / -9.4 eV

=====

Molecular formula: C2H4CsMgO2
Method: DFT, ωB97M-V with the def2-TZVPD basis set

XYZ file:
```
10
Properties=species:S:1:pos:R:3:forces:R:3
O 0.25081 -1.46929 -2.28345 0.15 1.25 0.10
C -0.82535 0.22910 1.08923 -0.22 0.49 0.61
C -0.46156 1.64365 0.98314 -0.04 0.45 0.65
O 0.18877 0.69465 0.11030 -0.29 -0.49 -0.74
Mg 0.27935 0.40579 -1.82095 -0.03 -1.49 0.08
Cs 3.68489 -5.46563 -2.88462 0.02 -0.11 -0.04
H -0.41038 -0.35935 1.90760 0.07 0.11 -0.41
H -1.80665 -0.07451 0.72227 0.48 -0.09 -0.31
H 0.23972 2.06624 1.70317 -0.31 0.00 -0.17
H -1.13960 2.32936 0.47332 0.18 -0.12 0.24
```
Positions in Å, forces in eV/Å.

## Properties
* DFT total energy: -12209.22710 eV
* <S²>: 0.7558
* spin multiplicity: 2
* frontier orbital gap (spin up / spin down): 0.340 / 0.311 Eh
* lowest unoccupied orbital energy (spin up / spin down): -0.303 / -0.299 hartree
* relative energy (zero: lowest compared OMol25 entry of this formula, charge and spin): 0.000 eV
* charge: +2
* E_HOMO (spin up / spin down): -17.5 / -16.6 eV

=====

Molecular formula: C2H4F2
Method: DFT, ωB97M-V with the def2-TZVPD basis set

XYZ file:
```
8
Properties=species:S:1:pos:R:3:forces:R:3
C -0.18687 -0.25166 0.18917 -0.11 -1.37 -1.10
C 0.99760 0.72605 0.12434 -0.44 0.33 1.29
F 2.15983 0.03405 0.23583 0.27 -0.11 -1.25
F 1.06943 1.47818 1.32317 -0.89 -0.02 -1.34
H -0.82146 -0.08615 1.08308 0.26 0.03 -0.84
H -0.72975 -0.33318 -0.79153 -0.06 1.06 1.02
H 0.14286 -1.32672 0.16352 0.36 1.06 0.81
H 0.94151 1.43755 -0.77522 0.59 -0.98 1.41
```
Positions in Å, forces in eV/Å.

## Properties
* DFT total energy: -7573.45529 eV
* frontier orbital gap: 0.491 Eh
* lowest unoccupied orbital energy: 0.041 hartree
* relative energy (zero: lowest compared OMol25 entry of this formula, charge and spin): 0.432 eV
* charge: 0
* structure (SMILES): CC(F)F
* E_HOMO: -12.3 eV

=====

Molecular formula: C2H4F2N3O2
Method: DFT, ωB97M-V with the def2-TZVPD basis set

XYZ file:
```
13
Properties=species:S:1:pos:R:3:forces:R:3
C 1.01442 -0.21928 0.00293 -3.62 -0.05 -0.03
C -1.53040 -0.55728 -0.18163 2.82 -2.51 -0.53
N 1.76316 -1.09890 0.55373 1.27 -0.51 0.33
N -1.79394 0.78840 0.22173 -0.06 0.90 0.20
N 1.13638 0.92630 -0.53699 0.60 1.15 -0.58
O -1.37717 1.62314 -0.57795 -0.60 0.13 -0.11
O -2.26895 0.97659 1.30355 -0.12 -0.10 0.05
F -1.55750 -0.85329 -1.45118 -0.47 0.52 1.07
F -1.84940 -1.54115 0.60935 -0.10 1.19 -0.64
H 1.39871 -1.96527 0.93795 -0.06 0.28 -0.16
H 2.77313 -0.95929 0.64123 -0.25 -0.11 -0.02
H 0.27692 1.45923 -0.82071 0.59 -0.62 0.27
H 2.01463 1.42079 -0.70201 0.00 -0.26 0.15
```
Positions in Å, forces in eV/Å.

## Properties
* DFT total energy: -16125.79135 eV
* frontier orbital gap (spin up / spin down): 0.322 / 0.296 Eh
* lowest unoccupied orbital energy (spin up / spin down): -0.243 / -0.249 hartree
* relative energy (zero: lowest compared OMol25 entry of this formula, charge and spin): 0.836 eV
* charge: +1
* E_HOMO (spin up / spin down): -15.4 / -14.8 eV

=====

Molecular formula: C2H4F2O
Method: DFT, ωB97M-V with the def2-TZVPD basis set

XYZ file:
```
9
Properties=species:S:1:pos:R:3:forces:R:3
C 0.95234 0.07794 0.18903 -0.18 -1.13 -0.52
C 0.96665 1.37044 -0.11660 1.49 -1.45 1.23
F 1.66767 2.31893 0.56063 -1.30 -0.60 -0.72
F 0.43518 1.81323 -1.21965 -0.04 1.01 -0.53
H 1.29177 -0.36692 1.14481 0.00 0.79 -0.83
H 0.57242 -0.67332 -0.58337 0.26 1.55 1.37
O -1.54899 -1.39310 0.06703 -2.18 -3.13 -0.14
H -2.31262 -0.81768 -0.08896 0.30 0.12 0.04
H -2.02442 -2.32951 0.04708 1.66 2.84 0.11
```
Positions in Å, forces in eV/Å.

## Properties
* DFT total energy: -9619.95891 eV
* frontier orbital gap: 0.374 Eh
* lowest unoccupied orbital energy: 0.023 hartree
* relative energy (zero: lowest compared OMol25 entry of this formula, charge and spin): 1.489 eV
* charge: 0
* structure (SMILES): C=C(F)F.O
* E_HOMO: -9.6 eV